{
  "formula": "C25H62Cl2MnNO22",
  "method": "ωB97M-V with the def2-TZVPD basis set",
  "symbols": ["Mn", "N", "H", "H", "H", "H", "C", "C", "C", "O", "C", "C", "C", "O", "O", "O", "H", "H", "C", "C", "O", "O", "H", "H", "H", "H", "H", "H", "C", "C", "O", "O", "H", "H", "H", "H", "H", "H", "C", "C", "O", "O", "H", "H", "H", "H", "H", "H", "C", "C", "O", "O", "H", "H", "H", "H", "H", "H", "C", "C", "O", "O", "H", "H", "H", "H", "H", "H", "C", "C", "O", "O", "H", "H", "H", "H", "H", "H", "C", "C", "O", "O", "H", "H", "H", "H", "H", "H", "C", "C", "O", "O", "H", "H", "H", "H", "H", "H", "C", "C", "O", "O", "H", "H", "H", "H", "H", "H", "C", "Cl", "Cl", "H", "H"],
  "coordinates": [[10.3572, -3.0257, 0.8435], [3.2983, -8.8589, -1.8751], [2.6381, -9.2436, -1.2146], [4.1386, -9.4162, -1.9335], [3.6002, -7.9181, -1.6654], [2.9834, -8.9038, -2.8337], [6.0430, -5.0120, -2.5008], [7.2181, -4.2466, -2.3794], [7.9093, -4.2519, -0.9833], [8.8508, -3.4140, -0.6805], [7.5051, -5.1087, -0.0062], [6.3021, -5.9226, -0.1179], [5.5260, -5.9503, -1.5063], [4.4912, -6.6071, -1.7294], [5.8190, -6.7378, 0.7353], [7.6372, -3.6674, -3.4918], [5.4552, -5.0714, -3.4050], [7.9650, -5.2661, 0.9583], [11.3271, -2.9983, -4.0310], [12.9048, -3.0741, -3.8705], [13.2688, -3.1090, -2.4834], [10.6059, -4.1683, -3.5055], [11.0145, -2.7742, -5.0509], [10.9775, -2.2083, -3.3664], [13.3774, -2.1495, -4.2020], [13.3804, -3.8537, -4.4656], [14.2285, -3.1051, -2.4596], [9.6724, -3.9608, -3.4212], [5.7637, -9.7788, 2.3752], [7.2834, -9.4515, 2.3388], [7.5700, -8.0804, 2.3493], [5.1342, -9.4620, 1.1428], [5.3436, -9.2149, 3.2080], [5.5526, -10.8313, 2.5640], [7.7858, -9.9121, 1.4882], [7.8316, -9.8774, 3.1792], [6.9640, -7.7192, 1.6983], [5.1305, -8.5234, 0.9415], [8.7500, -8.2393, -1.4526], [8.1843, -8.0910, -2.7930], [7.7639, -9.2817, -3.3902], [10.0211, -8.6890, -1.2800], [8.0694, -8.7907, -0.8039], [8.7734, -7.2996, -0.9010], [9.0247, -7.7252, -3.3830], [7.4102, -7.3236, -2.7967], [8.4820, -9.9082, -3.5064], [10.5149, -8.0252, -1.7668], [0.9692, -8.6277, 0.8374], [2.0474, -7.4570, 0.7630], [1.7887, -6.5169, -0.3110], [0.9380, -9.4880, -0.3161], [-0.0057, -8.1842, 1.0396], [1.0796, -9.2278, 1.7407], [3.1120, -7.6895, 0.7888], [1.9583, -6.9261, 1.7108], [0.8346, -6.4541, -0.3968], [0.1281, -9.2968, -0.7947], [4.2900, -4.9394, 3.1304], [2.8946, -4.2512, 3.0672], [2.4563, -4.2225, 1.7051], [4.1601, -6.2692, 2.7562], [4.6115, -4.9254, 4.1718], [4.9870, -4.5701, 2.3782], [3.0007, -3.2009, 3.3387], [2.1530, -4.7354, 3.7026], [2.4426, -5.1277, 1.3857], [4.9199, -6.4751, 2.2068], [1.7602, -5.2150, -3.7011], [2.7264, -5.8383, -4.7487], [3.5380, -6.8258, -4.1218], [2.5091, -4.6950, -2.6162], [1.1372, -5.9418, -3.1799], [1.2250, -4.3817, -4.1565], [3.1581, -4.9696, -5.2457], [2.1459, -6.2534, -5.5726], [4.0509, -6.3309, -3.4786], [2.9846, -5.4083, -2.1840], [7.9884, -0.2722, -2.4578], [8.0566, -0.1966, -4.0469], [8.7712, -1.2360, -4.7152], [7.3191, 0.7682, -1.8468], [8.8881, -0.3502, -1.8474], [7.5639, -1.2202, -2.1274], [8.5080, 0.7731, -4.2566], [7.0926, -0.0978, -4.5460], [8.2451, -1.9756, -4.4025], [7.7423, 0.9967, -1.0160], [12.5336, -4.8844, 0.3365], [11.6040, -5.7708, 1.1312], [10.7826, -4.8831, 1.8980], [11.9124, -3.7738, -0.4294], [13.0837, -5.5061, -0.3699], [13.2633, -4.4652, 1.0293], [12.2285, -6.2788, 1.8660], [11.1064, -6.5287, 0.5262], [10.3015, -5.4264, 2.5264], [12.4715, -3.5616, -1.1804], [4.0796, -2.4548, -0.1437], [4.8541, -1.4582, -1.0082], [5.1394, -0.3386, -0.1952], [2.8645, -1.7887, 0.3640], [4.6354, -3.0336, 0.5941], [3.8552, -3.3003, -0.7940], [4.2957, -1.2472, -1.9202], [5.7486, -1.8637, -1.4808], [5.7594, 0.2074, -0.6842], [2.3444, -2.4995, 0.7460], [7.9112, -6.0972, -5.7475], [7.1086, -7.5137, -6.4284], [9.1880, -5.5762, -6.8696], [7.2485, -5.2356, -5.6659], [8.3715, -6.2524, -4.7718]],
  "forces_ev_per_a": [[-0.91, 0.77, -0.64], [0.45, -1.61, -1.02], [-0.65, -0.23, 0.30], [0.52, -0.33, 0.62], [0.38, 1.40, 0.39], [-0.72, 0.50, -0.33], [-0.89, -2.09, 2.13], [-0.15, 0.55, -3.56], [1.97, 2.39, 0.31], [-0.59, -0.80, -1.19], [-3.41, -3.01, 0.84], [-0.27, -1.31, -0.90], [1.97, 3.58, -0.70], [0.58, -0.14, 1.01], [1.11, 1.42, -0.92], [0.00, -1.08, 4.08], [0.47, 0.59, -0.44], [0.46, 0.61, 0.00], [0.05, -0.65, 1.68], [-1.51, 0.51, -0.43], [0.18, -0.62, -0.04], [2.13, -0.02, -0.78], [0.32, -0.07, -0.05], [0.29, 0.56, -0.36], [-0.62, 0.27, -0.62], [-0.24, -0.52, 0.32], [0.09, 0.03, 0.21], [-0.52, 0.56, -0.10], [1.05, 0.60, -0.02], [0.19, -1.10, 0.32], [-0.13, 0.06, 0.22], [-0.43, -0.68, -0.29], [-0.22, 0.19, 0.05], [0.29, -0.04, -0.11], [-0.35, -0.22, -0.52], [-0.41, -0.12, 0.42], [-0.06, 0.93, -0.32], [0.34, 0.46, 0.23], [-2.49, 1.33, 3.34], [1.43, 0.12, -1.09], [-1.26, -0.62, -0.17], [2.21, -1.38, -0.89], [-0.03, -0.70, -0.12], [-0.74, 0.86, -0.49], [0.12, 0.63, -0.47], [-0.27, -0.38, -0.14], [0.23, 0.21, 0.15], [0.84, -0.20, -0.02], [1.09, 0.88, 0.18], [-1.52, -0.10, 0.37], [0.42, -1.17, 0.40], [0.08, 0.43, 0.37], [-0.19, 0.34, -0.56], [0.72, -0.18, -0.12], [-0.18, -0.54, -0.64], [-0.32, -0.09, 0.29], [-0.15, 0.31, -0.03], [0.01, -0.10, -0.14], [-1.23, 0.32, 0.33], [1.38, 0.22, -1.18], [-0.34, -0.10, 0.50], [-0.94, -1.57, 0.13], [0.55, 0.54, 0.04], [0.08, 1.26, 0.58], [-0.05, -0.05, 0.24], [0.12, -0.17, 0.17], [0.07, -0.05, -0.29], [0.13, -0.25, -0.27], [1.21, -0.54, 0.44], [-2.06, 0.32, 0.39], [-0.51, 0.64, -1.45], [0.32, 1.20, -0.33], [-0.75, -0.39, -0.93], [-0.28, -0.17, 0.14], [1.28, -0.12, 0.34], [-0.06, -0.67, 0.19], [0.36, -0.35, 0.47], [-0.05, -0.24, 0.30], [0.79, -2.30, -0.06], [0.60, 1.47, 0.77], [-0.44, 0.75, 1.19], [-1.69, 1.85, -0.04], [1.27, -0.04, -1.32], [-0.63, -0.31, -0.55], [0.49, -0.07, -0.18], [-0.58, -0.21, 0.70], [0.23, -1.19, -0.21], [0.12, 0.00, -0.18], [0.68, 0.62, -1.06], [0.86, 0.47, -0.01], [-0.43, -0.65, -0.35], [-0.68, -2.18, 2.84], [-0.02, -0.04, -0.07], [-0.04, 0.25, 0.01], [0.20, -0.32, -0.24], [-0.64, 0.32, 0.05], [-0.47, 0.19, 0.30], [0.41, 0.37, -1.20], [-0.92, 0.05, -0.97], [-0.27, -0.44, 0.71], [0.09, 0.07, -0.21], [1.79, -0.73, -0.70], [0.41, 1.02, 0.82], [-0.78, 0.09, -0.55], [-0.80, 0.56, 0.22], [0.44, -0.59, 0.65], [0.09, 0.23, -0.22], [-0.09, -0.26, 0.13], [0.24, 0.85, -0.20], [-0.13, 0.07, 0.48], [0.28, 0.10, 0.04], [-0.23, -0.42, -0.03], [-0.17, -0.41, -0.31]],
  "spin_multiplicity": 7,
  "s2": 12.00,
  "homo_energy_ev": [-6.1, -8.0]
}



{
  "formula": "C3H10N5",
  "method": "ωB97M-V with the def2-TZVPD basis set",
  "symbols": ["C", "C", "C", "N", "N", "N", "N", "N", "H", "H", "H", "H", "H", "H", "H", "H", "H", "H"],
  "coordinates": [[0.5402, -0.7940, 0.1988], [-1.7975, -1.3061, -0.4303], [-2.0280, 1.4855, -0.1103], [1.1348, -1.8574, 0.3608], [2.5392, 0.8974, -0.4913], [1.5928, 0.7850, 0.5620], [-0.7409, -0.3766, -0.0636], [-0.8996, 0.9782, -0.0356], [-2.7125, -0.8905, -0.0394], [-1.8598, -1.4728, -1.5314], [-1.6091, -2.2534, 0.1784], [-2.1620, 2.5870, 0.0880], [-2.8898, 0.8383, -0.3811], [3.4531, 1.2121, -0.1208], [1.9858, -2.0593, 0.7475], [2.6880, -0.0102, -0.9480], [0.7844, 1.4451, 0.4806], [1.9810, 0.7917, 1.5356]],
  "forces_ev_per_a": [[1.29, -0.12, 1.29], [0.49, -1.68, 0.67], [-2.57, 0.96, -0.54], [-4.05, 1.77, -1.82], [0.89, 0.07, 0.17], [-1.54, -1.10, 0.41], [2.01, -0.21, -0.30], [1.40, 0.35, 0.85], [-0.35, -0.14, -0.05], [0.10, 0.03, 0.91], [-0.24, 1.08, -1.24], [0.27, -1.39, -0.50], [0.23, 1.03, 0.36], [-0.84, -0.18, -0.30], [2.50, -0.38, 0.97], [-0.17, 0.36, 0.42], [0.96, -0.15, -0.17], [-0.36, -0.30, -1.13]],
  "charge": 1,
  "spin_multiplicity": 1,
  "de_lowest_ev": 4.2189,
  "homo_energy_ev": -13.9
}



{
  "formula": "C11H10ClNSeY",
  "method": "ωB97M-V with the def2-TZVPD basis set",
  "symbols": ["C", "C", "C", "H", "C", "C", "H", "H", "H", "H", "Y", "Cl", "C", "C", "C", "H", "C", "C", "H", "H", "H", "H", "Se", "C", "N"],
  "coordinates": [[2.1452, 1.3678, 0.2303], [2.1162, 0.6007, -0.9851], [2.1212, -0.7828, -0.6303], [2.0552, 1.0018, -1.9859], [2.1015, -0.8828, 0.7923], [2.1240, 0.4440, 1.3315], [2.0914, 0.7073, 2.3767], [2.0738, 2.4416, 0.2929], [2.1373, -1.6094, -1.3251], [2.0774, -1.8023, 1.3610], [-0.1779, 0.5671, 0.1624], [-0.7243, 2.7934, -0.7965], [-2.4452, -0.5141, -0.4612], [-1.8145, -1.6900, 0.0664], [-0.8029, -2.0987, -0.8549], [-2.0582, -2.1827, 0.9979], [-0.7850, -1.1698, -1.9399], [-1.7944, -0.1873, -1.7012], [-1.9628, 0.6970, -2.2963], [-3.1868, 0.0911, 0.0362], [-0.1706, -2.9695, -0.7551], [-0.1249, -1.1893, -2.7950], [-2.3270, 3.2255, 3.8107], [-1.5882, 2.0289, 2.8130], [-1.0804, 1.1126, 2.2552]],
  "forces_ev_per_a": [[0.73, -1.04, 0.17], [0.39, -0.33, 1.08], [0.05, 0.94, 0.70], [0.09, 0.02, 0.01], [-0.03, 0.91, -0.60], [0.29, 0.12, -1.15], [0.01, 0.01, 0.03], [0.12, 0.05, 0.04], [-0.15, 0.04, 0.05], [-0.02, 0.07, -0.02], [-0.78, -1.71, 0.08], [-0.07, 0.72, -0.31], [0.72, -0.42, -0.66], [0.27, 0.64, -0.86], [-0.63, 0.92, -0.06], [-0.02, 0.05, -0.05], [-0.66, 0.13, 0.90], [-0.18, -0.91, 0.61], [-0.16, -0.11, -0.04], [-0.15, -0.06, -0.02], [0.04, 0.09, 0.06], [0.02, -0.03, 0.05], [-0.71, 1.27, 0.79], [1.27, -2.57, -1.00], [-0.44, 1.19, 0.21]],
  "charge": -1,
  "spin_multiplicity": 1,
  "de_lowest_ev": 0.0000,
  "homo_energy_ev": -4.8
}



{
  "formula": "C29H23Cl2N4O7Pt",
  "method": "ωB97M-V with the def2-TZVPD basis set",
  "symbols": ["Pt", "O", "C", "O", "C", "O", "O", "C", "C", "C", "C", "C", "N", "C", "O", "N", "C", "C", "C", "C", "N", "C", "C", "C", "H", "H", "H", "H", "H", "H", "H", "H", "H", "H", "H", "H", "H", "Cl", "C", "C", "C", "C", "C", "Cl", "C", "N", "C", "C", "C", "C", "C", "C", "C", "C", "O", "O", "H", "H", "H", "H", "H", "H", "H", "H", "H", "H"],
  "coordinates": [[0.4354, -0.0702, -0.3572], [0.2687, -2.7974, 2.5875], [0.5465, -1.7947, 1.9559], [-0.2211, -1.4142, 0.9489], [1.8311, -0.9430, 2.3106], [2.3770, -1.2345, 3.3799], [2.1781, -0.0738, 1.4680], [5.2256, -2.9289, 2.9364], [4.5875, -3.9445, 2.0316], [5.3327, -4.7447, 1.1736], [4.7144, -5.6208, 0.2893], [3.3296, -5.7169, 0.2630], [2.7308, -6.5832, -0.6979], [1.4632, -6.5210, -1.2171], [0.8554, -7.5144, -1.5763], [0.8847, -5.2635, -1.2815], [1.4953, -4.0170, -1.4806], [2.7826, -3.8483, -1.9705], [3.2776, -2.5664, -2.1226], [2.4972, -1.4825, -1.7825], [1.2509, -1.6491, -1.3186], [0.7600, -2.8819, -1.1606], [2.5738, -4.9540, 1.1458], [3.2010, -4.0777, 2.0141], [6.3153, -2.9768, 2.8835], [4.9194, -3.0847, 3.9717], [4.8930, -1.9247, 2.6665], [6.4147, -4.6680, 1.1727], [5.3076, -6.2101, -0.4025], [3.1348, -7.5013, -0.7935], [-0.1143, -5.3029, -1.4049], [3.3917, -4.7028, -2.2244], [4.2820, -2.4059, -2.4876], [2.8408, -0.4610, -1.8580], [-0.2312, -2.9512, -0.7363], [1.4938, -5.0052, 1.1581], [2.5888, -3.4570, 2.6567], [4.8204, 5.7116, -3.8494], [4.5179, 4.2723, -4.7816], [5.4402, 3.9003, -5.7412], [5.2122, 2.7651, -6.5007], [4.0838, 1.9979, -6.2631], [3.1855, 2.3629, -5.2746], [1.8748, 1.2938, -4.9177], [3.3549, 3.5346, -4.5214], [2.4769, 3.9142, -3.5207], [1.0947, 4.1230, -3.7021], [0.5739, 4.3527, -4.9731], [-0.7843, 4.5471, -5.1541], [-1.6391, 4.5378, -4.0623], [-1.1154, 4.3283, -2.7968], [0.2433, 4.1154, -2.5936], [0.7279, 3.8030, -1.1976], [0.4780, 2.3518, -0.8647], [-0.2381, 2.0048, 0.1025], [1.0256, 1.4569, -1.5859], [6.3208, 4.5091, -5.8909], [5.9206, 2.4693, -7.2622], [3.9019, 1.0870, -6.8163], [2.8973, 4.4349, -2.7695], [1.2430, 4.3719, -5.8247], [-1.1710, 4.7124, -6.1518], [-2.7028, 4.6867, -4.1935], [-1.7732, 4.3020, -1.9352], [0.2158, 4.4206, -0.4622], [1.7994, 3.9626, -1.0817]],
  "forces_ev_per_a": [[-0.21, 0.06, -0.53], [0.05, 0.05, -0.09], [-0.23, -0.19, -0.06], [0.04, 0.08, 0.22], [0.17, 0.22, 0.04], [0.00, -0.07, -0.09], [0.03, -0.12, 0.16], [0.06, -0.01, 0.01], [0.08, 0.02, -0.01], [-0.01, -0.01, 0.00], [-0.04, 0.05, -0.03], [0.03, 0.02, -0.04], [0.04, -0.12, -0.07], [0.01, 0.12, 0.31], [0.03, 0.05, -0.09], [-0.06, -0.06, -0.22], [-0.09, 0.11, 0.01], [0.02, -0.05, -0.12], [0.02, 0.04, -0.02], [-0.14, 0.03, -0.08], [0.15, -0.03, 0.58], [0.03, 0.00, -0.16], [0.07, -0.02, 0.14], [-0.10, 0.04, -0.10], [-0.01, -0.01, -0.02], [-0.01, 0.03, -0.02], [-0.03, -0.01, 0.06], [0.00, 0.00, 0.01], [-0.01, 0.00, 0.00], [-0.06, -0.02, 0.05], [0.01, -0.02, -0.05], [-0.01, -0.02, -0.01], [0.00, 0.01, 0.01], [0.01, 0.00, 0.03], [0.01, 0.02, 0.09], [-0.01, -0.05, 0.02], [0.00, 0.01, 0.14], [0.01, 0.01, 0.00], [-0.05, -0.01, -0.01], [0.03, 0.00, -0.02], [0.00, 0.01, 0.01], [-0.01, 0.00, 0.00], [-0.02, -0.04, 0.03], [-0.02, 0.06, -0.01], [0.07, 0.03, -0.06], [-0.01, -0.09, 0.12], [-0.02, -0.01, -0.06], [0.02, -0.02, 0.00], [-0.02, 0.00, -0.01], [0.01, 0.00, -0.01], [0.02, 0.03, 0.02], [-0.02, -0.02, 0.00], [-0.03, 0.00, -0.01], [0.02, 0.03, -0.01], [0.13, -0.32, 0.10], [0.07, 0.14, -0.13], [0.00, 0.00, 0.00], [0.00, 0.00, 0.00], [0.00, 0.01, 0.00], [0.01, 0.04, -0.02], [0.01, -0.01, 0.00], [0.00, 0.00, 0.00], [0.00, 0.00, 0.00], [0.00, 0.00, -0.01], [-0.03, -0.02, 0.00], [0.00, 0.03, 0.01]],
  "charge": -1,
  "spin_multiplicity": 1,
  "homo_energy_ev": -4.4
}